(1)
{
  "formula": "C38H34Cl2N2O4",
  "method": "the ωB97M-V functional and the def2-TZVPD basis",
  "smiles": "O=C1c2ccccc2C(=O)c2ccccc21.O=C1c2ccccc2C(=O)c2ccccc21.CCCC#N.CCCC#N.ClCCCl",
  "homo_lumo_gap_ev": 8.19,
  "spin_multiplicity": 1,
  "e_above_lowest_kcal_mol": 3.9,
  "symbols": ["Cl", "C", "C", "Cl", "H", "H", "H", "H", "C", "C", "C", "C", "N", "H", "H", "H", "H", "H", "H", "H", "C", "C", "C", "C", "N", "H", "H", "H", "H", "H", "H", "H", "C", "C", "C", "C", "C", "C", "C", "O", "C", "C", "C", "C", "C", "C", "C", "O", "H", "H", "H", "H", "H", "H", "H", "H", "C", "C", "C", "C", "C", "C", "C", "O", "C", "C", "C", "C", "C", "C", "C", "O", "H", "H", "H", "H", "H", "H", "H", "H"],
  "coordinates": [[-1.143, 8.658, -1.172], [-0.598, 6.907, -1.315], [-1.574, 5.953, -0.608], [-0.740, 4.394, -0.590], [0.404, 6.790, -0.904], [-0.743, 6.658, -2.367], [-2.533, 5.764, -1.091], [-1.769, 6.162, 0.443], [1.757, -4.128, -0.306], [1.493, -2.933, -1.184], [1.212, -1.520, -0.468], [0.609, -1.541, 0.892], [0.163, -1.399, 1.967], [2.700, -3.999, 0.225], [1.732, -5.114, -0.769], [1.000, -4.110, 0.478], [0.591, -3.239, -1.714], [2.193, -2.774, -2.004], [0.565, -0.845, -1.028], [2.224, -1.134, -0.345], [-3.827, 2.418, 5.782], [-5.106, 1.537, 5.734], [-4.674, 0.243, 4.965], [-4.717, 0.479, 3.477], [-4.737, 0.591, 2.320], [-4.141, 3.198, 6.475], [-3.488, 2.740, 4.798], [-2.957, 1.849, 6.109], [-5.817, 2.089, 5.119], [-5.486, 1.296, 6.726], [-5.388, -0.562, 5.142], [-3.775, -0.173, 5.420], [-2.283, -8.581, -5.287], [-2.336, -8.434, -6.698], [-2.641, -7.219, -7.253], [-2.820, -6.088, -6.455], [-2.765, -6.216, -5.020], [-2.407, -7.484, -4.442], [-2.854, -5.037, -4.079], [-2.883, -5.134, -2.870], [-2.881, -3.691, -4.799], [-2.812, -2.529, -4.059], [-2.543, -1.297, -4.619], [-2.439, -1.114, -6.044], [-2.700, -2.316, -6.776], [-2.864, -3.597, -6.243], [-3.143, -4.748, -7.031], [-3.363, -4.612, -8.267], [-2.148, -9.617, -5.013], [-2.254, -9.306, -7.330], [-2.605, -7.069, -8.322], [-2.315, -7.436, -3.367], [-2.936, -2.711, -3.002], [-2.345, -0.366, -4.110], [-2.197, -0.144, -6.454], [-2.558, -2.206, -7.841], [3.501, 0.977, 5.864], [4.036, 0.175, 4.860], [4.401, 0.751, 3.662], [4.135, 2.078, 3.399], [3.432, 2.885, 4.358], [3.118, 2.276, 5.636], [3.184, 4.260, 4.061], [2.450, 4.918, 4.800], [4.208, 4.846, 3.148], [4.614, 6.164, 3.388], [5.688, 6.703, 2.664], [6.530, 5.901, 1.831], [6.067, 4.640, 1.542], [4.968, 4.099, 2.157], [4.756, 2.646, 2.069], [5.314, 1.955, 1.199], [3.421, 0.522, 6.841], [4.242, -0.871, 5.030], [4.985, 0.067, 3.065], [2.629, 2.769, 6.463], [4.209, 6.802, 4.158], [5.817, 7.762, 2.828], [7.342, 6.364, 1.289], [6.615, 4.007, 0.860]]
}


(2)
{
  "formula": "C26H33N4O5S2",
  "method": "the ωB97M-V functional and the def2-TZVPD basis",
  "total_charge": 1,
  "smiles": "C[C@@H]1CCCC[N@H+]1S(=O)(=O)c1ccc(C(=O)N(CCCN(C)C)c2nc3cc4c(cc3s2)OCO4)cc1",
  "homo_lumo_gap_ev": 6.58,
  "spin_multiplicity": 1,
  "symbols": ["C", "C", "C", "C", "C", "C", "N", "H", "S", "O", "O", "C", "C", "C", "C", "C", "C", "H", "H", "C", "O", "N", "C", "N", "C", "C", "C", "C", "C", "C", "S", "H", "O", "C", "O", "H", "H", "H", "C", "C", "H", "H", "C", "N", "C", "H", "H", "H", "C", "H", "H", "H", "H", "H", "H", "H", "H", "H", "H", "H", "H", "H", "H", "H", "H", "H", "H", "H", "H", "H"],
  "coordinates": [[-2.127, -6.025, -0.188], [-3.043, -4.973, 0.418], [-4.510, -5.286, 0.114], [-5.442, -4.215, 0.671], [-5.048, -2.857, 0.101], [-3.583, -2.572, 0.419], [-2.703, -3.623, -0.110], [-2.754, -3.658, -1.131], [-0.855, -3.219, 0.301], [-0.728, -3.757, 1.607], [-0.192, -3.790, -0.816], [-0.806, -1.453, 0.275], [-0.894, -0.761, 1.472], [-0.791, 0.615, 1.448], [-0.568, 1.277, 0.238], [-0.534, 0.562, -0.959], [-0.631, -0.815, -0.943], [-0.557, -1.399, -1.847], [-0.402, 1.094, -1.887], [-0.605, 2.780, 0.193], [-1.640, 3.350, -0.058], [0.560, 3.428, 0.512], [1.692, 2.725, 0.809], [1.811, 1.461, 0.598], [3.003, 0.971, 1.041], [3.398, -0.370, 0.949], [4.638, -0.663, 1.447], [5.478, 0.313, 2.020], [5.114, 1.631, 2.123], [3.851, 1.938, 1.621], [3.073, 3.493, 1.593], [5.758, 2.372, 2.561], [6.636, -0.274, 2.422], [6.525, -1.643, 2.092], [5.266, -1.871, 1.490], [7.326, -1.920, 1.390], [6.613, -2.251, 3.006], [2.756, -1.112, 0.509], [0.574, 4.881, 0.487], [1.556, 5.471, -0.535], [1.196, 6.463, -0.805], [2.541, 5.597, -0.083], [1.738, 4.613, -1.791], [0.492, 4.108, -2.344], [-0.362, 5.168, -2.847], [0.115, 5.742, -3.655], [-1.280, 4.725, -3.227], [-0.626, 5.847, -2.041], [0.762, 3.140, -3.388], [1.300, 3.578, -4.243], [1.365, 2.326, -2.985], [-0.184, 2.740, -3.753], [2.302, 5.206, -2.533], [2.351, 3.741, -1.538], [0.815, 5.254, 1.487], [-0.449, 5.168, 0.238], [-0.855, 1.177, 2.366], [-1.023, -1.306, 2.394], [-3.283, -1.610, -0.004], [-3.433, -2.542, 1.501], [-5.661, -2.066, 0.531], [-5.201, -2.847, -0.980], [-6.472, -4.446, 0.406], [-5.373, -4.193, 1.759], [-4.752, -6.253, 0.553], [-4.647, -5.370, -0.966], [-2.882, -4.922, 1.499], [-2.429, -7.007, 0.165], [-2.189, -6.020, -1.274], [-1.093, -5.866, 0.101]]
}


> Number 1 is which compound?

C38H34Cl2N2O4